Below is C20H15N2O3SeZn as an isolated structure, with properties calculated with the ωB97M-V functional and the def2-TZVPD basis.

Calculated values
**Calculated total energy**: -143874.8697 eV
**Total charge**: -1
**HOMO-LUMO gap**: 7.545 eV
**Lowest unoccupied orbital energy**: 2.947 eV

XYZ file:
```
42
Properties=species:S:1:pos:R:3:forces:R:3:nbo_charge:R:1
Zn 0.236 -0.152 -1.475 -0.02 -0.15 0.06 1.573
O 3.697 -1.535 2.451 -0.06 0.01 -0.02 -0.716
C 4.275 -2.041 1.349 0.00 0.00 0.01 0.432
C 5.445 -2.786 1.513 -0.01 0.01 0.00 -0.315
C 6.086 -3.337 0.420 0.00 0.01 0.03 -0.187
C 5.576 -3.157 -0.862 0.02 -0.02 -0.02 -0.280
C 4.420 -2.418 -1.027 -0.01 0.02 -0.02 -0.142
C 3.754 -1.850 0.057 -0.01 -0.01 0.00 -0.236
C 2.519 -1.062 -0.206 -0.03 0.02 0.10 0.599
O 2.142 -0.905 -1.412 -0.04 0.05 -0.08 -0.831
N 1.906 -0.565 0.861 0.13 -0.09 0.02 -0.508
N 0.798 0.150 0.482 -0.16 0.15 -0.01 -0.442
C 0.266 0.982 1.292 0.12 -0.11 -0.02 0.126
C -0.800 1.884 0.907 -0.09 0.00 0.01 -0.237
C -1.504 2.525 1.935 0.00 0.02 -0.01 -0.150
C -2.500 3.443 1.686 0.01 0.01 0.02 -0.309
C -2.785 3.762 0.353 -0.01 -0.01 0.01 -0.198
C -2.099 3.170 -0.678 -0.01 -0.05 -0.02 -0.251
C -1.098 2.189 -0.458 -0.03 0.06 0.03 0.401
O -0.508 1.664 -1.485 0.04 0.01 -0.09 -0.882
H 2.878 -1.051 2.142 0.06 -0.01 -0.01 0.505
H 5.826 -2.918 2.517 0.00 0.00 0.00 0.211
H 6.991 -3.914 0.570 0.00 0.00 0.00 0.200
H 6.075 -3.591 -1.718 0.00 0.00 0.00 0.203
H 3.993 -2.257 -2.008 0.00 0.00 0.00 0.234
H 0.660 1.055 2.309 0.02 -0.02 0.00 0.168
H -1.243 2.278 2.960 0.00 0.00 0.00 0.195
H -3.038 3.914 2.498 0.00 0.00 0.00 0.199
H -3.562 4.484 0.127 0.00 0.00 0.01 0.197
H -2.324 3.405 -1.711 0.00 0.01 0.00 0.207
Se -1.314 -1.729 -2.386 0.08 0.03 -0.01 -0.496
C -2.809 -0.778 -1.637 -0.01 -0.05 0.02 -0.151
C -3.022 -0.755 -0.260 0.06 -0.02 0.00 -0.259
C -4.091 -0.060 0.284 -0.01 0.05 0.01 -0.198
C -4.981 0.611 -0.543 -0.01 0.04 0.03 -0.259
C -4.785 0.583 -1.916 -0.01 0.00 -0.02 -0.162
C -3.706 -0.102 -2.459 -0.03 0.03 -0.03 -0.268
H -2.332 -1.279 0.390 0.02 0.01 -0.01 0.218
H -4.215 -0.027 1.360 -0.02 -0.01 0.00 0.205
H -5.809 1.165 -0.119 0.00 0.00 0.00 0.200
H -5.468 1.108 -2.574 0.00 0.01 0.01 0.191
H -3.547 -0.103 -3.529 0.01 -0.01 0.01 0.213
```
Forces are in eV/Å.

Below is C2H2NiO4 as an isolated structure, with properties calculated with the ωB97M-V functional and the def2-TZVPD basis.

Calculated values
**2S+1**: 3
**Calculated total energy**: -51337.2955 eV
**Expectation value of S²**: 2.0085
**HOMO-LUMO gap (spin up / spin down)**: 6.682 / 6.578 eV
**Lowest unoccupied orbital energy (spin up / spin down)**: -2.000 / -2.246 eV

XYZ file:
```
9
Properties=species:S:1:pos:R:3:forces:R:3:nbo_charge:R:1
C -1.827 0.942 -1.822 -0.01 0.46 0.45 0.376
O -1.617 0.795 -0.626 -1.03 -0.04 -1.46 -0.632
H -1.119 1.498 -2.460 0.00 -0.36 0.11 0.161
H -2.771 0.587 -2.267 0.21 0.05 0.19 0.160
O 2.663 -1.702 0.755 -1.50 1.39 0.03 -0.659
C 1.690 -0.946 0.657 3.16 -2.73 -0.50 0.904
O 0.637 -1.006 1.447 -1.25 1.11 0.09 -0.809
O 1.556 -0.055 -0.311 -0.63 0.76 -0.01 -0.817
Ni -0.126 0.398 0.444 1.07 -0.64 1.09 1.317
```
Forces are in eV/Å.

- What is the calculated total energy in the first record?
  -143874.8697 eV

- Among the records above, which one has the lowest calculated total energy?
  C20H15N2O3SeZn

- Which of these has the lowest calculated total energy?
  C20H15N2O3SeZn